Entry from the Open Molecules 2025 dataset: 13 unconnected molecules or ions with the total composition C48H101N3O30 (wB97M-V/def2-TZVPD).

Each line ends with the Mulliken charge.
Positions of all 182 atoms, in Å:
C 15.401 22.839 -1.342  -0.682
O 14.757 22.264 -0.203  -0.369
C 13.346 22.248 -0.257  -0.749
C 12.601 23.573 -0.144  -0.187
O 12.679 24.147 1.174  -0.331
C 11.828 25.242 1.482  -0.573
C 12.113 26.538 0.587  -0.197
O 10.944 27.354 0.650  -0.333
C 11.119 28.632 0.042  -0.791
H 14.988 22.559 -2.311  0.319
H 16.445 22.528 -1.302  0.258
H 15.283 23.919 -1.250  0.236
H 13.141 21.637 0.622  0.333
H 13.000 21.569 -1.035  0.432
H 11.550 23.322 -0.287  0.298
H 13.042 24.214 -0.906  0.221
H 11.980 25.485 2.534  0.305
H 10.792 24.907 1.515  0.342
H 12.403 26.181 -0.401  0.258
H 12.945 27.160 0.918  0.301
H 11.656 28.631 -0.907  0.318
H 11.743 29.322 0.610  0.322
H 10.166 29.135 -0.120  0.271
C 17.919 26.001 23.548  -0.725
O 17.500 25.092 22.468  -0.275
C 17.046 25.763 21.252  -0.553
C 16.484 24.573 20.394  -0.506
O 17.403 23.471 20.388  -0.229
C 17.007 22.387 19.592  -0.733
C 17.225 22.488 18.130  -0.387
O 18.596 22.835 17.863  -0.295
C 19.084 22.137 16.687  -0.820
H 17.945 25.417 24.468  0.213
H 17.155 26.774 23.635  0.293
H 18.835 26.465 23.182  0.291
H 17.864 26.201 20.680  0.329
H 16.171 26.384 21.447  0.361
H 16.213 24.999 19.427  0.327
H 15.514 24.217 20.739  0.357
H 16.012 21.976 19.766  0.425
H 17.752 21.696 19.986  0.264
H 16.549 23.160 17.602  0.284
H 17.033 21.529 17.648  0.467
H 19.867 22.692 16.171  0.274
H 18.327 22.100 15.903  0.333
H 19.432 21.115 16.836  0.303
C 26.366 20.173 22.547  -0.746
O 25.887 19.950 21.233  -0.326
C 25.267 18.705 20.975  -0.437
C 24.440 18.667 19.627  -0.638
O 25.038 17.933 18.585  -0.398
C 26.238 18.516 18.026  -0.360
C 27.017 17.382 17.289  -0.506
O 27.739 17.822 16.168  -0.321
C 28.357 16.798 15.418  -0.759
H 25.697 20.609 23.289  0.270
H 27.167 20.879 22.325  0.255
H 26.754 19.291 23.054  0.317
H 24.499 18.543 21.731  0.415
H 25.932 17.844 21.036  0.372
H 24.448 19.682 19.230  0.341
H 23.374 18.519 19.801  0.396
H 26.903 19.019 18.728  0.271
H 25.923 19.300 17.338  0.329
H 26.219 16.749 16.900  0.318
H 27.596 16.794 18.001  0.303
H 27.643 16.018 15.150  0.307
H 29.115 16.263 15.990  0.311
H 29.005 17.176 14.627  0.286
C 20.276 25.866 4.781  -0.776
O 21.538 26.095 5.385  -0.289
C 21.552 25.831 6.765  -0.520
C 22.983 26.093 7.367  -0.640
O 23.340 27.466 7.621  -0.362
C 23.258 28.262 6.430  -0.378
C 23.936 29.659 6.627  -0.605
O 25.248 29.507 7.067  -0.279
C 25.934 30.679 7.423  -0.766
H 20.213 24.811 4.515  0.284
H 20.124 26.416 3.852  0.256
H 19.423 26.084 5.424  0.321
H 21.318 24.789 6.985  0.478
H 20.860 26.436 7.350  0.364
H 23.822 25.586 6.890  0.342
H 22.866 25.662 8.362  0.340
H 22.188 28.360 6.244  0.277
H 23.726 27.681 5.635  0.338
H 23.347 30.215 7.357  0.347
H 23.905 30.122 5.641  0.382
H 25.311 31.281 8.085  0.328
H 25.828 31.322 6.549  0.319
H 26.978 30.583 7.723  0.238
C 19.440 15.306 -4.091  -0.640
O 20.175 15.686 -5.207  -0.279
C 19.552 15.875 -6.438  0.709
O 18.342 16.013 -6.588  -0.542
O 20.518 16.140 -7.352  -0.279
C 20.235 16.642 -8.630  -0.614
H 20.045 15.311 -3.184  0.247
H 18.956 14.331 -4.136  0.280
H 18.718 16.104 -3.917  0.298
H 19.703 17.586 -8.519  0.290
H 19.451 16.013 -9.051  0.287
H 21.040 16.815 -9.345  0.244
C 14.822 16.591 11.434  -0.659
O 14.174 17.154 12.555  -0.301
C 12.928 16.820 12.854  0.786
O 12.166 16.216 12.118  -0.563
O 12.725 17.447 14.024  -0.282
C 11.461 17.269 14.706  -0.634
H 15.050 17.439 10.788  0.238
H 14.248 15.808 10.939  0.331
H 15.764 16.074 11.619  0.259
H 10.722 17.735 14.054  0.287
H 11.343 17.777 15.663  0.253
H 11.201 16.232 14.916  0.285
C 23.099 16.165 8.734  -0.662
O 22.190 16.651 7.826  -0.291
C 22.652 16.941 6.623  0.818
O 23.860 17.091 6.214  -0.614
O 21.652 17.410 6.036  -0.277
C 21.731 17.765 4.693  -0.693
H 23.875 15.569 8.255  0.322
H 22.665 15.498 9.479  0.241
H 23.516 17.000 9.297  0.275
H 21.900 18.841 4.659  0.287
H 20.718 17.770 4.291  0.257
H 22.490 17.235 4.117  0.337
C 18.991 10.202 8.707  -0.646
O 18.916 10.440 7.293  -0.305
C 19.830 9.833 6.504  0.782
O 20.786 9.071 6.815  -0.570
O 19.713 10.198 5.158  -0.294
C 18.730 11.132 4.721  -0.566
H 19.653 9.396 9.025  0.332
H 17.966 10.030 9.035  0.238
H 19.364 11.126 9.150  0.252
H 18.950 12.002 5.340  0.272
H 17.702 10.887 4.988  0.262
H 18.859 11.391 3.671  0.244
C 20.582 13.005 17.169  -0.646
O 20.883 11.857 18.042  -0.285
C 21.087 10.699 17.437  0.794
O 21.154 10.415 16.256  -0.558
O 21.179 9.773 18.463  -0.318
C 21.523 8.410 18.213  -0.655
H 19.619 12.996 16.657  0.290
H 21.405 13.134 16.466  0.290
H 20.453 13.950 17.696  0.265
H 21.384 8.128 17.170  0.311
H 21.046 7.638 18.818  0.249
H 22.566 8.316 18.518  0.262
C 22.702 8.301 -1.748  -0.621
O 23.178 9.628 -1.608  -0.278
C 24.321 9.994 -0.976  0.734
O 25.286 9.288 -0.700  -0.556
O 24.318 11.337 -0.664  -0.294
C 25.438 11.961 -0.064  -0.610
H 22.752 7.745 -0.812  0.307
H 23.343 7.849 -2.504  0.281
H 21.620 8.303 -1.882  0.241
H 25.354 11.734 0.998  0.274
H 25.420 13.048 -0.132  0.213
H 26.336 11.473 -0.443  0.307
C 26.737 21.744 2.162  -0.702
C 27.461 21.032 1.086  0.300
N 28.086 20.459 0.290  -0.352
H 25.685 21.574 1.933  0.237
H 26.880 22.823 2.213  0.271
H 26.939 21.293 3.133  0.247
C 30.082 17.037 5.383  -0.789
C 30.616 15.652 5.545  0.306
N 31.038 14.607 5.619  -0.300
H 30.795 17.860 5.401  0.267
H 29.294 17.209 6.117  0.244
H 29.578 17.270 4.445  0.271
C 24.768 6.832 12.312  -0.731
C 25.366 7.961 11.608  0.310
N 25.797 8.900 11.127  -0.330
H 25.436 5.988 12.487  0.266
H 23.941 6.412 11.739  0.253
H 24.423 7.159 13.292  0.233

Properties
HOMO = -9.59 eV
orbital gap = 9.7 eV
largest force on an atom = 0.127 hartree/bohr

Entry from the Open Molecules 2025 dataset: 5 unconnected molecules or ions with the total composition C48H102BrClF4IN4OP2 (wB97M-V/def2-TZVPD).

Each line ends with the Mulliken charge.
Positions of all 164 atoms, in Å:
C 0.996 3.902 2.634  -1.138
C 2.323 3.529 3.320  -0.310
C 2.362 1.989 3.393  0.376
C 2.867 1.398 4.716  -0.988
C 2.865 -0.142 4.579  -0.522
C 2.084 -0.867 5.689  -0.934
C 0.658 -0.352 5.963  -1.256
C -0.485 -1.263 5.435  -0.818
C -0.736 -0.986 3.932  0.095
N -0.982 -2.092 2.972  1.370
C -2.228 -2.030 2.341  -3.531
N -2.304 -1.655 1.130  1.581
C -3.578 -1.623 0.390  -0.357
C -3.612 -2.565 -0.822  -0.871
C -4.926 -2.317 -1.606  0.617
C -4.590 -2.638 -3.086  -1.555
C -6.048 -3.278 -1.188  -1.680
C -1.115 -1.243 0.353  -1.006
C -1.184 0.198 -0.251  -0.953
C -1.769 0.232 -1.673  -0.683
I -2.065 1.639 1.049  0.021
N -3.351 -2.475 3.088  2.415
C -4.189 -1.504 3.706  0.768
F -4.006 -0.347 3.028  -0.212
F -5.493 -1.749 3.577  -0.416
C -3.915 -1.146 5.224  0.368
F -3.514 0.105 5.358  -0.277
F -5.070 -1.248 5.899  -0.323
C -3.258 -3.847 3.632  0.080
C -4.326 -4.266 4.628  -1.856
P -3.532 -5.052 2.184  0.717
N -4.055 -6.462 2.633  -0.913
C -1.852 -4.066 4.307  -0.316
Br -1.504 -5.930 4.735  0.078
C -0.781 -3.485 3.352  -0.562
P 1.003 -3.919 3.838  0.103
O 1.779 -2.844 2.875  -0.415
Cl 1.425 -5.754 2.925  -0.251
H 0.959 4.945 2.325  0.453
H 0.168 3.632 3.291  0.321
H 0.860 3.289 1.741  0.134
H 2.446 4.032 4.274  0.433
H 3.097 3.827 2.613  0.020
H 3.047 1.613 2.628  0.194
H 1.390 1.550 3.144  -0.308
H 3.864 1.811 4.864  0.377
H 2.251 1.754 5.542  0.469
H 3.894 -0.491 4.678  0.464
H 2.505 -0.392 3.582  0.185
H 2.126 -1.947 5.566  0.389
H 2.657 -0.663 6.596  0.482
H 0.456 0.644 5.565  0.575
H 0.542 -0.283 7.043  0.393
H -1.350 -0.925 6.004  0.214
H -0.303 -2.295 5.733  0.446
H 0.105 -0.400 3.561  -0.428
H -1.576 -0.292 3.870  0.607
H -4.422 -1.877 1.022  -0.158
H -3.773 -0.620 0.025  0.402
H -3.682 -3.586 -0.445  0.137
H -2.800 -2.416 -1.523  0.610
H -5.216 -1.264 -1.594  0.287
H -5.433 -2.475 -3.750  0.411
H -3.720 -2.071 -3.420  0.347
H -4.262 -3.680 -3.101  0.390
H -5.718 -4.284 -1.436  0.497
H -6.956 -3.016 -1.722  0.449
H -6.186 -3.213 -0.106  0.258
H -0.200 -1.303 0.929  0.431
H -0.984 -1.903 -0.499  0.685
H -0.148 0.498 -0.373  0.867
H -1.327 1.039 -2.249  0.084
H -2.836 0.454 -1.654  0.277
H -1.613 -0.720 -2.177  0.211
H -3.228 -1.859 5.676  0.220
H -5.334 -4.085 4.255  0.512
H -4.261 -3.738 5.579  0.374
H -4.274 -5.324 4.857  0.617
H -2.347 -5.211 1.429  0.060
H -4.525 -4.396 1.417  -0.029
H -3.409 -7.176 2.308  0.266
H -1.903 -3.550 5.262  -0.115
H -0.919 -4.069 2.432  0.698
H 2.581 -3.238 2.493  0.300
C -1.900 3.614 -3.795  -1.234
C -1.841 2.533 -4.872  -0.309
C -0.430 2.291 -5.408  -0.580
C 0.213 3.494 -6.101  -0.755
C -0.576 4.055 -7.283  -0.389
C -0.743 3.060 -8.427  -1.194
H -1.583 4.584 -4.179  0.406
H -2.920 3.724 -3.424  0.355
H -1.258 3.355 -2.948  0.234
H -2.521 2.790 -5.687  0.431
H -2.213 1.595 -4.447  0.209
H -0.456 1.443 -6.098  0.374
H 0.218 1.982 -4.579  0.305
H 1.210 3.202 -6.446  0.377
H 0.373 4.293 -5.371  0.291
H -0.051 4.936 -7.660  0.384
H -1.559 4.404 -6.954  0.223
H 0.229 2.730 -8.800  0.294
H -1.283 3.518 -9.256  0.381
H -1.306 2.178 -8.116  0.283
C 8.657 3.332 -1.168  -0.962
C 7.485 4.065 -0.522  -0.646
C 6.589 3.149 0.309  -0.408
C 5.900 2.032 -0.478  -0.284
C 5.027 2.502 -1.641  -0.394
C 3.855 3.373 -1.200  -1.063
H 8.316 2.568 -1.869  0.072
H 9.284 4.030 -1.724  0.454
H 9.280 2.849 -0.411  0.318
H 6.901 4.575 -1.293  0.255
H 7.880 4.847 0.131  0.396
H 5.834 3.759 0.815  0.088
H 7.186 2.693 1.105  0.394
H 5.283 1.449 0.215  0.270
H 6.654 1.338 -0.863  0.038
H 4.635 1.621 -2.157  0.371
H 5.629 3.043 -2.376  0.270
H 3.210 2.842 -0.495  0.141
H 3.250 3.656 -2.064  0.392
H 4.194 4.294 -0.723  0.300
C -7.425 -0.331 0.847  -0.494
C -8.621 0.372 1.480  -0.734
C -9.491 -0.562 2.319  -0.683
C -10.143 -1.708 1.543  -0.622
C -11.026 -1.277 0.373  -0.348
C -12.227 -0.436 0.799  -1.251
H -7.745 -1.109 0.150  0.101
H -6.819 0.384 0.284  0.417
H -6.789 -0.788 1.610  -0.022
H -9.216 0.856 0.702  0.364
H -8.252 1.173 2.127  0.380
H -10.265 0.030 2.815  0.402
H -8.882 -0.990 3.123  0.224
H -10.743 -2.301 2.240  0.428
H -9.367 -2.384 1.168  0.211
H -11.390 -2.174 -0.134  0.386
H -10.438 -0.726 -0.367  0.226
H -12.852 -0.984 1.506  0.299
H -12.841 -0.182 -0.066  0.394
H -11.919 0.499 1.269  0.285
C 12.229 0.504 -6.355  -1.225
C 10.765 0.635 -5.944  -0.519
C 10.572 1.371 -4.619  -0.439
C 11.203 0.691 -3.403  -0.613
C 10.726 -0.736 -3.139  -0.453
C 9.233 -0.828 -2.836  -1.030
H 12.801 -0.079 -5.631  0.285
H 12.311 0.001 -7.319  0.382
H 12.696 1.487 -6.447  0.294
H 10.306 -0.357 -5.900  0.249
H 10.233 1.185 -6.725  0.390
H 9.500 1.509 -4.446  0.198
H 10.992 2.378 -4.708  0.397
H 10.994 1.302 -2.518  0.253
H 12.291 0.684 -3.512  0.349
H 11.281 -1.133 -2.284  0.370
H 10.969 -1.383 -3.986  0.257
H 8.977 -0.220 -1.964  0.151
H 8.949 -1.859 -2.623  0.434
H 8.629 -0.487 -3.679  0.262

Properties
HOMO = -11.30 eV
total charge = +1
orbital gap = 7.6 eV
largest force on an atom = 0.041 hartree/bohr

no.,LUMO (eV)
1,0.14
2,-3.71